A:
18
Properties=species:S:1:pos:R:3 method="wB97M-V/def2-TZVPD" homo_energy_ev=-2.438 multiplicity=1 smiles=C[C@@H](C[S-])NCN lumo_energy_ev=3.93 charge=-1
C 0.845 -1.837 -0.094
C 0.485 -0.362 -0.413
C -0.944 -0.193 -0.927
S -1.087 1.256 -2.041
N 0.790 0.543 0.723
C 0.033 0.341 1.954
N 0.781 -0.517 2.897
H 1.468 -1.908 0.801
H 1.394 -2.354 -0.880
H -0.071 -2.370 0.143
H 1.158 0.007 -1.187
H -1.294 -1.117 -1.383
H -1.610 -0.017 -0.084
H 0.523 1.452 0.348
H -0.113 1.314 2.407
H -0.904 -0.169 1.720
H 0.962 0.010 3.745
H 1.697 -0.643 2.470



B:
18
Properties=species:S:1:pos:R:3 method="wB97M-V/def2-TZVPD" homo_energy_ev=-2.276 multiplicity=1 smiles=CNC[C@H](N)C[S-] lumo_energy_ev=3.45 charge=-1
C 2.438 0.981 0.620
N 1.352 0.815 -0.285
C 0.467 -0.256 -0.023
C -0.913 -0.351 -0.702
N -1.440 0.974 -0.921
C -1.775 -1.230 0.233
S -3.431 -1.587 -0.351
H 1.991 0.902 1.630
H 2.915 1.926 0.529
H 3.133 0.177 0.555
H 1.639 0.827 -1.320
H 0.949 -1.203 -0.179
H 0.313 -0.273 1.135
H -0.847 -0.952 -1.689
H -2.414 0.894 -0.995
H -1.241 1.467 -0.009
H -1.271 -2.224 0.451
H -1.865 -0.886 1.320



Of them, the most stable is A and the least stable is B.



A:
12
Properties=species:S:1:pos:R:3 method="wB97M-V/def2-TZVPD" homo_energy_ev="-5.985 / -9.880" multiplicity=3 s_squared=2.02 lumo_energy_ev="1.10 / -1.10"
C 1.419 -0.171 -3.176
C -0.277 0.306 0.014
C 1.164 -0.623 -1.969
C -0.807 -0.300 2.396
N -0.230 -0.280 1.048
F 1.777 -1.776 -1.519
H 2.032 -0.607 -3.868
H 0.919 0.720 -3.423
H -0.461 1.255 -0.504
H -1.559 0.370 2.484
H 0.190 -0.145 3.008
H -1.337 -1.247 2.610



B:
12
Properties=species:S:1:pos:R:3 method="wB97M-V/def2-TZVPD" homo_energy_ev="-5.256 / -10.330" multiplicity=3 s_squared=2.03 lumo_energy_ev="0.96 / -2.07"
C -0.274 -0.115 0.303
C 1.791 -0.567 -0.851
C -1.191 -0.940 -0.227
C -0.497 1.208 0.975
N 1.109 -0.466 0.189
F -2.482 -0.550 -0.543
H 2.808 -0.982 -0.660
H 1.366 -0.268 -1.804
H -1.007 -1.885 -0.794
H -0.902 1.907 0.242
H 0.461 1.522 1.350
H -1.183 1.134 1.818



Of them, the most stable is B and the least stable is A.



A:
16
Properties=species:S:1:pos:R:3 method="wB97M-V/def2-TZVPD" homo_energy_ev=-13.498 multiplicity=1 lumo_energy_ev=-5.15 charge=+1
C 1.607 0.063 -0.831
C 0.252 -0.281 0.327
C 1.677 1.462 -1.159
C 0.013 0.225 2.933
C 0.267 -0.197 1.554
N -1.556 -1.510 -1.316
H 2.634 1.671 -1.283
H 1.108 1.922 -0.234
H 0.908 1.351 -2.005
H -1.044 0.303 3.035
H 0.479 1.269 3.024
H 0.340 -0.557 3.591
H -0.538 -0.712 -0.407
H -2.381 -0.970 -1.235
H -1.707 -2.457 -0.906
H -1.529 -1.711 -2.293



B:
16
Properties=species:S:1:pos:R:3 method="wB97M-V/def2-TZVPD" homo_energy_ev=-14.051 multiplicity=1 lumo_energy_ev=-5.41 charge=+1
C -1.028 -1.989 -0.383
C 0.027 0.214 -0.254
C -2.039 1.144 -0.339
C 2.067 -0.135 0.784
C 1.249 0.850 -0.057
N -0.347 -0.945 -0.332
H -1.291 -2.385 0.611
H -1.554 -2.456 -1.187
H -2.585 0.261 -0.046
H -1.923 2.021 0.303
H -1.901 1.327 -1.363
H 2.378 -0.931 0.136
H 2.814 0.532 1.229
H 1.395 -0.514 1.534
H 1.146 1.874 0.436
H 1.590 1.131 -1.073



C:
16
Properties=species:S:1:pos:R:3 method="wB97M-V/def2-TZVPD" homo_energy_ev="-13.913 / -14.285" multiplicity=1 lumo_energy_ev="-4.96 / -5.37" charge=+1
C -2.014 -0.209 -0.069
C -1.144 -0.434 -1.040
C -1.100 0.165 0.966
C 1.003 1.019 -0.418
C 0.709 -1.333 0.020
N 0.049 -0.023 -0.201
H -3.023 -0.287 -0.162
H -0.895 -0.605 -2.057
H -1.311 2.127 1.329
H -0.878 0.063 2.062
H 1.846 0.903 0.253
H 1.297 1.217 -1.481
H 0.641 2.068 0.003
H 1.596 -1.181 0.663
H -0.079 -1.968 0.510
H 0.955 -1.688 -0.993



Of them, the most stable is B and the least stable is A.



A:
15
Properties=species:S:1:pos:R:3 method="wB97M-V/def2-TZVPD" homo_energy_ev=-13.477 multiplicity=1 lumo_energy_ev=-4.57 charge=+1
C 1.339 -0.138 -0.690
C 0.468 -1.118 -0.282
C -0.259 1.250 0.234
C -1.577 -1.448 0.975
N 0.893 1.130 -0.376
N -0.721 -0.670 0.070
N 1.718 2.193 -0.532
H 2.317 -0.244 -1.149
H 0.617 -2.151 -0.019
H -1.075 1.984 0.267
H -2.422 -0.897 1.152
H -1.655 -2.447 0.478
H -1.068 -1.387 1.958
H 1.244 3.032 -0.803
H 2.677 2.074 -0.989



B:
15
Properties=species:S:1:pos:R:3 method="wB97M-V/def2-TZVPD" homo_energy_ev=-14.087 multiplicity=1 lumo_energy_ev=-7.24 charge=+1
C 0.672 -0.665 -2.750
C -0.088 0.781 -1.502
C 0.161 0.427 2.268
C -1.210 0.254 2.156
N 0.066 0.488 -2.788
N 0.651 -1.172 -1.581
N 0.197 -0.182 -0.654
H 0.908 -1.299 -3.689
H -0.518 1.688 -1.118
H 0.666 -0.349 2.860
H 0.514 1.394 2.726
H 0.403 0.363 1.210
H -1.832 0.989 1.723
H -1.787 -0.717 2.343
H 1.197 -1.999 -1.204



C:
15
Properties=species:S:1:pos:R:3 method="wB97M-V/def2-TZVPD" homo_energy_ev=-13.714 multiplicity=1 lumo_energy_ev=-5.96 charge=+1
C 0.272 -1.587 0.134
C 1.706 -1.085 -0.315
C 0.197 -0.209 0.883
C 1.591 0.137 0.591
N 0.059 0.944 0.228
N -2.411 0.951 -0.232
N 1.282 1.478 0.515
H -0.618 -1.689 -0.586
H 0.085 -2.392 0.960
H 2.513 -1.721 0.022
H 1.598 -0.766 -1.328
H -3.147 0.514 -0.800
H -2.090 1.916 -0.569
H -2.794 1.321 0.658
H 1.757 2.187 -0.161



D:
15
Properties=species:S:1:pos:R:3 method="wB97M-V/def2-TZVPD" homo_energy_ev=-14.111 multiplicity=1 smiles="C1C[NH2+][C@@H]2NC2=N1" lumo_energy_ev=-3.75 charge=+1
C -0.822 1.388 -0.024
C -1.278 -0.102 -0.114
N -0.233 -1.042 0.536
C 0.950 -0.752 -0.381
N 2.218 -0.360 0.243
C 1.357 0.632 -0.170
N 0.557 1.728 0.003
H -1.511 1.843 -0.810
H -1.245 1.902 0.893
H -2.077 -0.385 0.567
H -1.531 -0.272 -1.208
H -0.058 -0.894 1.462
H -0.435 -1.994 0.580
H 0.973 -1.242 -1.423
H 3.135 -0.451 -0.153



Of them, the most stable is B and the least stable is C.



A:
15
Properties=species:S:1:pos:R:3 method="wB97M-V/def2-TZVPD" homo_energy_ev=-12.760 multiplicity=1 lumo_energy_ev=-3.70 charge=+1
C -1.463 -0.466 0.429
C 1.411 0.125 -0.101
C 0.805 -1.292 -0.149
C -0.119 1.519 -0.310
N 2.434 0.457 0.449
N -0.615 -1.418 0.090
N -1.152 0.820 0.344
H -2.361 -0.885 0.838
H 1.204 -1.663 -1.151
H 1.431 -1.899 0.579
H 0.361 2.316 0.136
H -0.211 1.654 -1.451
H 2.908 1.330 0.590
H -1.156 -2.256 0.005
H -1.960 1.230 0.747



B:
15
Properties=species:S:1:pos:R:3 method="wB97M-V/def2-TZVPD" homo_energy_ev=-13.917 multiplicity=1 lumo_energy_ev=-5.39 charge=+1
C 0.167 -0.015 -0.437
C -1.554 0.133 0.853
C 0.177 0.029 -2.353
C 0.537 0.021 2.036
N -0.808 0.271 -1.247
N -0.319 -0.002 0.872
N 1.103 -0.402 -1.284
H -1.962 0.295 1.850
H -2.118 0.084 0.020
H 0.088 -0.848 -3.190
H 0.308 0.966 -2.880
H 0.954 0.941 2.457
H -0.067 -0.501 2.819
H 1.377 -0.573 1.729
H 2.117 -0.400 -1.245



Of them, the most stable is A and the least stable is B.



A:
20
Properties=species:S:1:pos:R:3 method="wB97M-V/def2-TZVPD" homo_energy_ev=-7.631 multiplicity=1 lumo_energy_ev=0.73
C 0.078 -2.068 0.967
C -0.435 -0.637 -0.978
N 0.257 -1.469 -1.777
O -1.500 -0.122 -1.640
N -0.484 -0.864 0.377
H -1.521 0.815 -1.390
H 0.960 -2.086 -1.406
H 0.355 -1.250 -2.755
H -0.114 -2.030 2.036
H 1.167 -2.150 0.840
H -0.397 -2.947 0.530
C 0.122 2.572 -0.189
C -0.205 0.480 0.987
O 0.717 0.372 2.073
N 0.266 1.131 -0.162
H 1.588 0.444 1.654
H -1.122 0.868 1.461
H -0.904 2.920 0.039
H 0.380 2.940 -1.186
H 0.790 3.082 0.521



B:
20
Properties=species:S:1:pos:R:3 method="wB97M-V/def2-TZVPD" homo_energy_ev=-8.670 multiplicity=1 smiles="CN=C(N)N.CC(=O)O" lumo_energy_ev=0.75
C 2.519 0.290 -1.006
N 1.056 0.068 -0.869
C 0.254 1.010 -1.260
N 0.551 1.902 -2.289
N -0.704 1.372 -0.378
H 3.088 -0.511 -0.542
H 2.745 1.228 -0.527
H 2.716 0.390 -2.078
H -0.042 2.694 -2.395
H 0.737 1.453 -3.178
H -0.803 0.845 0.490
H -1.654 1.663 -0.596
C -2.022 -1.960 2.254
C -0.921 -1.031 1.790
O -0.903 0.132 2.150
O -0.031 -1.680 1.048
H -1.890 -2.996 1.921
H -2.963 -1.654 1.792
H -2.193 -2.083 3.324
H 0.463 -1.131 0.349



Of them, the most stable is B and the least stable is A.